Record 1
Density functional theory data (the ωB97M-V functional and the def2-TZVPD basis) for a structure of composition C12H26IrN3SeSi.

Structure (XYZ):
```
44
Properties=species:S:1:pos:R:3:forces:R:3
Ir 0.44725 -1.36651 0.41938 0.047 -0.032 0.710
Se 0.33359 0.92656 -0.07845 0.117 -0.393 -0.576
Si 0.12982 3.42932 -0.34441 0.006 0.020 0.307
N 0.47660 -2.15042 2.36950 0.044 -0.105 -0.145
N -1.64640 -1.66115 0.38890 0.055 0.208 -0.232
N 2.56337 -1.32501 0.26174 -0.145 0.120 -0.056
C -2.21614 -1.33953 -0.92701 -0.048 -0.039 0.064
C 1.92014 3.84945 -0.46588 -0.066 0.134 -0.039
C -1.72598 -1.99749 -2.04254 -0.051 -0.010 -0.002
C -2.24024 -1.67648 -3.29048 0.014 -0.005 0.000
C 3.41804 -2.16308 1.15798 -0.089 -0.057 -0.099
C -3.22661 -0.70714 -3.40826 -0.006 0.001 -0.009
C -0.73920 3.87853 1.21803 0.001 0.026 -0.034
C 2.94855 -2.12342 2.59971 -0.020 0.074 -0.027
C -3.70946 -0.06249 -2.27817 0.001 0.000 0.017
C -0.85406 3.46244 -1.90106 0.008 -0.115 0.016
C -3.20566 -0.37949 -1.02395 0.026 0.020 -0.043
C 1.67380 -2.91074 2.84335 0.017 0.033 -0.028
H 2.81160 -1.08385 2.91788 0.035 -0.012 0.060
H 2.44368 3.61227 0.45977 0.008 -0.020 -0.012
H -4.49019 0.68047 -2.36835 -0.008 -0.004 -0.002
H -1.83622 -2.64513 0.58328 -0.076 0.014 -0.007
H 1.68685 -3.86231 2.31144 0.039 -0.018 0.026
H -0.32269 2.97483 -2.71870 -0.024 0.009 -0.037
H -1.82221 2.98096 -1.76384 -0.001 -0.009 -0.015
H -3.58940 0.11581 -0.13903 0.009 -0.004 0.002
H 2.02370 4.92553 -0.64026 -0.021 0.010 -0.006
H 3.38695 -3.18446 0.77654 0.018 -0.011 0.028
H -0.93778 4.95422 1.23499 0.034 0.011 -0.024
H 0.38336 -1.31866 2.95051 -0.006 -0.019 0.036
H -1.03371 4.50263 -2.19185 0.061 0.015 0.039
H 4.44674 -1.81506 1.07482 0.008 0.001 0.013
H -0.97062 -2.77040 -1.94604 0.010 0.001 0.000
H 2.39776 3.33652 -1.30098 0.004 -0.012 0.023
H -0.12725 3.64036 2.08814 -0.019 0.014 0.021
H -0.35154 -2.71002 2.56561 -0.004 -0.014 0.010
H -3.63134 -0.46525 -4.38123 0.007 0.003 -0.002
H -1.87505 -2.19064 -4.16882 -0.005 -0.003 0.000
H 2.76797 -1.58893 -0.70157 0.064 0.066 -0.005
H -1.69844 3.36664 1.29640 0.004 0.005 0.008
H 2.87036 -0.35606 0.33078 -0.086 0.095 0.034
H -2.16053 -1.13187 1.09081 0.050 0.035 0.017
H 3.73453 -2.52949 3.23605 0.008 -0.051 -0.032
H 1.54604 -3.12147 3.90529 -0.021 0.018 0.002
```
Positions in Å, forces in eV/Å.

- Spin multiplicity: 1
- Relative energy (zero: lowest compared OMol25 entry of this formula, charge and spin): 29.8 kcal/mol
- Strongest force on any atom: 0.7 eV/Å
- E: -93385.2325 eV
- Frontier orbital gap (spin up / spin down): 6.5 / 6.1 eV
- Total charge: +2


Record 2
Density functional theory data (the ωB97M-V functional and the def2-TZVPD basis) for the molecule C4H8ClN3 at a distorted geometry.

Structure (XYZ):
```
16
Properties=species:S:1:pos:R:3:forces:R:3
Cl 4.67614 0.10274 0.00967 -0.010 -0.047 -0.001
N 0.70258 -0.21753 0.17421 -0.040 -0.120 -0.105
N -1.46259 -0.99688 0.01721 -0.186 -0.601 -0.093
N -2.00227 0.14594 0.61770 0.760 0.312 0.707
C 2.99092 0.41225 0.23753 -0.185 0.320 0.011
C -2.14704 1.22439 -0.35354 -0.074 0.580 -0.230
C -0.11466 -1.16125 -0.10670 -0.483 1.073 0.583
C 2.05686 -0.49626 -0.01531 -0.132 0.583 0.215
H 2.33714 -1.46348 -0.37764 0.222 -0.654 -0.211
H -2.04846 -1.82153 0.11723 0.380 0.306 -0.115
H -1.30683 0.43823 1.33378 -0.655 -0.150 -0.593
H 0.17428 -2.13567 -0.42849 0.298 -0.854 -0.361
H 2.75480 1.41861 0.57297 0.058 -0.258 -0.022
H -2.89973 0.95096 -1.10332 0.141 0.020 0.236
H -2.50219 2.12292 0.18036 0.123 -0.393 -0.204
H -1.20898 1.47657 -0.87565 -0.216 -0.116 0.184
```
Positions in Å, forces in eV/Å.

- Spin multiplicity: 1
- Relative energy (zero: lowest compared OMol25 entry of this formula, charge and spin): 37.5 kcal/mol
- SMILES string: CNN/C=N/C=C/Cl
- Strongest force on any atom: 1.3 eV/Å
- E: -21268.8255 eV
- Frontier orbital gap: 9.1 eV
- Total charge: 0


Record 3
Density functional theory data (the ωB97M-V functional and the def2-TZVPD basis) for the molecule C4H5NO.

Structure (XYZ):
```
11
Properties=species:S:1:pos:R:3:forces:R:3
O -1.78759 -0.74614 0.28314 0.249 -0.315 0.255
N -0.23612 -2.38770 0.48983 -0.101 -0.189 0.161
C -0.65520 -1.10220 0.54975 -0.187 -0.222 0.052
C 0.39969 -0.10865 0.82313 -0.296 0.588 -0.571
C 0.25742 2.09776 -0.58243 0.047 0.192 -0.037
C 0.55404 0.93708 0.22993 -0.065 -0.252 0.216
H 0.17226 1.75955 -1.62183 0.128 0.165 0.125
H 0.64104 -2.63329 0.91567 -0.081 -0.075 -0.073
H -0.72887 2.45099 -0.26205 0.205 0.157 -0.093
H -0.95228 -3.08345 0.36330 0.108 -0.106 0.012
H 0.99262 2.89544 -0.51110 -0.006 0.057 -0.048
```
Positions in Å, forces in eV/Å.

- Spin multiplicity: 1
- Relative energy (zero: lowest compared OMol25 entry of this formula, charge and spin): 47.0 kcal/mol
- SMILES string: CC#CC(N)=O
- Strongest force on any atom: 0.9 eV/Å
- E: -7764.4889 eV
- Frontier orbital gap: 10.6 eV
- Total charge: 0


Record 4
Density functional theory data (the ωB97M-V functional and the def2-TZVPD basis) for a cluster of 2 separate species, C5H14NO3 in total at a distorted geometry.

Structure (XYZ):
```
23
Properties=species:S:1:pos:R:3:forces:R:3
O -0.39877 -1.62195 2.21168 -1.112 -0.519 0.256
O -0.43445 0.59413 2.57976 -1.377 2.295 0.034
O 0.45916 -0.14259 0.72276 4.859 2.785 -9.089
N 0.77460 1.02018 -2.52571 5.205 -0.316 1.933
C -0.08583 -0.38138 1.76146 -4.193 -3.278 8.592
C -0.02002 -0.03070 -3.25261 -1.913 1.234 -1.300
C 0.04140 2.17115 -2.10189 -4.011 -0.341 -1.172
C -0.13241 -2.62928 1.28848 0.015 -0.335 0.070
C -0.42757 0.36059 3.95654 0.421 -0.386 1.077
H 0.67855 -0.72837 -3.67316 0.148 -0.455 -0.061
H -0.85309 1.69867 -1.64978 -0.239 0.705 -0.606
H -0.18447 2.71040 -3.03201 -0.317 0.354 0.771
H 0.42442 -3.34271 1.79310 0.904 -1.715 1.102
H -0.94113 -3.14717 0.79920 -0.856 0.405 -0.042
H 1.70329 1.43406 -3.01467 -2.579 -1.888 0.801
H -0.74639 -0.51419 -2.52327 1.074 0.721 -0.920
H 0.57277 0.11467 4.27667 0.615 0.042 0.219
H -0.63712 0.47383 -4.15955 1.520 -1.040 2.318
H 0.35150 2.74589 -1.28691 1.722 0.890 0.792
H -0.78308 1.24011 4.44206 0.086 0.935 0.086
H 0.54320 -2.23284 0.60187 0.978 0.300 -1.763
H -1.05792 -0.43023 4.35171 -0.282 -0.458 -0.816
H 1.15336 0.63772 -1.56571 -0.666 0.068 -2.285
```
Positions in Å, forces in eV/Å.

- Spin multiplicity: 3
- Relative energy (zero: lowest compared OMol25 entry of this formula, charge and spin): 19.0 kcal/mol
- Expectation value of S²: 2.007
- Strongest force on any atom: 10.7 eV/Å
- E: -13029.8969 eV
- Frontier orbital gap (spin up / spin down): 3.9 / 6.5 eV
- Total charge: +1


Record 5
Density functional theory data (the ωB97M-V functional and the def2-TZVPD basis) for a structure of composition C3H7ClN4O at a distorted geometry.

Structure (XYZ):
```
16
Properties=species:S:1:pos:R:3:forces:R:3
Cl -0.75502 2.63534 0.30532 -0.590 0.017 0.791
O 0.27620 -1.21768 1.28547 2.616 1.353 -0.770
N 1.02330 2.39933 -1.84509 0.127 1.426 -1.474
N 0.05958 1.73647 -1.52109 0.443 -1.232 0.548
N 0.83008 3.75171 -1.79483 2.121 1.390 -0.359
N -0.28862 0.59015 -1.81179 -0.213 -0.912 -0.259
C 0.41826 -0.36291 0.24107 -1.444 -0.891 0.850
C -0.92584 -1.84336 1.47756 -0.037 -2.561 4.205
C -0.30819 -0.44175 -0.88669 -0.268 -0.214 -0.851
H 0.42307 4.06353 -0.89305 0.196 -0.218 -0.605
H -0.81830 -1.36944 -1.22381 0.137 1.068 0.433
H 1.05725 0.47087 0.40434 0.594 0.330 0.449
H -1.09413 -2.69288 0.87292 -0.543 -0.403 -1.538
H -1.67042 -1.09104 1.57384 -1.141 0.182 -0.245
H 1.70838 4.27330 -2.14395 -1.926 -1.474 1.210
H -0.84906 -2.47542 2.54756 -0.071 2.138 -2.385
```
Positions in Å, forces in eV/Å.

- Spin multiplicity: 1
- Relative energy (zero: lowest compared OMol25 entry of this formula, charge and spin): 17.8 kcal/mol
- Strongest force on any atom: 4.9 eV/Å
- E: -23748.8207 eV
- Frontier orbital gap (spin up / spin down): 7.4 / 7.4 eV
- Total charge: 0


Record 6
Density functional theory data (the ωB97M-V functional and the def2-TZVPD basis) for a cluster of 2 separate species, C7H14BrNO4P in total.

Structure (XYZ):
```
28
Properties=species:S:1:pos:R:3:forces:R:3
Br 0.76205 3.65308 0.01145 -0.116 0.058 -0.019
P 1.35671 2.64793 1.77470 0.054 -0.203 -0.491
O -2.74809 0.45113 -2.29927 -0.003 -0.018 -0.119
O 2.89375 -0.01082 3.24005 0.104 0.239 -0.525
O -2.02915 -1.07077 -0.86199 -0.044 -0.029 0.039
O -1.68400 1.10755 -0.43635 0.219 0.211 0.156
N 1.87859 1.12767 1.50714 -0.190 0.036 0.582
C 0.78050 0.11886 1.46642 -0.244 -0.043 -0.296
C -2.37973 -3.16868 -2.06017 0.211 0.057 0.060
C -2.91058 -0.82374 -2.95223 -0.012 0.013 -0.006
C 3.05360 0.72614 2.31311 0.034 -0.511 0.362
C -2.11598 0.24158 -1.13830 -0.122 -0.178 -0.075
C -2.89996 -1.78509 -1.78092 -0.006 -0.075 -0.063
C 4.35563 1.24600 1.80566 -0.084 0.219 -0.011
H -0.14684 0.57747 1.11229 0.097 0.048 0.000
H 5.11925 1.11365 2.56516 0.058 -0.003 -0.059
H -1.42261 -3.12839 -2.58107 -0.010 0.015 -0.022
H 4.27722 2.29364 1.50916 0.090 0.015 0.036
H 0.26976 2.65834 2.64747 -0.064 0.117 0.040
H -2.05867 -0.97807 -3.61686 0.003 -0.038 -0.008
H 4.61193 0.70040 0.89507 0.015 -0.081 0.068
H -2.23644 -3.71691 -1.13069 -0.078 -0.016 0.012
H -3.88640 -1.82816 -1.31381 0.003 0.021 0.036
H 1.04232 -0.64447 0.73698 0.074 -0.032 0.102
H 2.41102 3.35300 2.33986 0.012 0.103 0.115
H -3.09203 -3.71600 -2.67578 -0.022 0.001 -0.017
H 0.62975 -0.31650 2.44934 0.067 -0.028 0.046
H -3.83157 -0.82881 -3.52642 -0.046 0.103 0.060
```
Positions in Å, forces in eV/Å.

- Spin multiplicity: 1
- Strongest force on any atom: 0.6 eV/Å
- E: -96491.1915 eV
- Frontier orbital gap: 10.1 eV
- Total charge: +1


Record 7
Density functional theory data (the ωB97M-V functional and the def2-TZVPD basis) for a cluster of 2 separate species, C5H15NO in total at a distorted geometry.

Structure (XYZ):
```
22
Properties=species:S:1:pos:R:3:forces:R:3
O 3.00294 -0.77940 -3.95022 -0.244 -0.116 -0.411
N -1.04080 -0.51048 1.20158 -0.550 0.574 -0.343
C -2.17215 -0.44331 0.27389 0.680 -0.251 0.668
C 1.02055 -0.49340 -0.35219 0.354 -0.046 1.182
C -0.41601 1.98475 1.11754 -1.445 -0.650 0.024
C 0.11286 -1.19842 0.67709 0.353 0.205 0.052
C -0.78524 0.73487 1.93023 0.754 -0.690 -0.072
H 2.36915 -1.04656 -4.63398 0.164 0.082 0.342
H 0.04434 0.46255 2.59523 -0.172 0.324 0.218
H 1.69607 0.19230 0.16965 -0.240 0.188 -0.030
H -2.08979 0.35121 -0.47674 -0.268 0.035 0.044
H -0.56426 2.84805 1.75245 0.569 0.346 0.138
H -1.19631 2.08486 0.36200 0.150 0.162 -0.316
H 0.74788 -1.47420 1.52388 -0.018 -0.127 0.047
H -0.27100 -2.11772 0.24865 0.049 -0.283 -0.115
H -2.24131 -1.39371 -0.24252 -0.010 -0.166 -0.189
H 3.79013 -0.55154 -4.45415 0.077 0.032 0.080
H 1.71691 -1.24421 -0.72704 -0.317 0.055 -0.722
H 0.53873 1.90738 0.63156 0.385 0.313 0.026
H 0.45675 0.08192 -1.07978 0.147 -0.294 -0.446
H -3.05968 -0.36850 0.89454 -0.377 0.441 -0.231
H -1.65976 0.97356 2.53832 -0.042 -0.135 0.053
```
Positions in Å, forces in eV/Å.

- Spin multiplicity: 1
- Relative energy (zero: lowest compared OMol25 entry of this formula, charge and spin): 28.5 kcal/mol
- SMILES string: CCN(C)CC.O
- Strongest force on any atom: 1.6 eV/Å
- E: -8965.1233 eV
- Frontier orbital gap: 8.8 eV
- Total charge: 0


Record 8
Density functional theory data (the ωB97M-V functional and the def2-TZVPD basis) for a structure of composition C10H23ClIMoO2P2 at a distorted geometry.

Structure (XYZ):
```
40
Properties=species:S:1:pos:R:3:forces:R:3
I -0.01170 -3.25003 0.18855 0.036 1.683 -0.958
Mo -0.00473 -0.53348 0.03652 -0.285 -5.277 -0.929
Cl -0.21487 0.70190 3.04542 0.103 -0.415 -0.384
P -2.31016 -0.11602 0.43295 -2.952 1.436 1.303
P 2.32057 -0.19549 0.41112 2.720 1.525 1.450
O -0.00567 2.03634 -2.31617 0.033 -5.309 -1.195
O 0.07745 2.70064 0.26735 -0.476 -6.079 -0.216
C -2.94691 0.07190 -1.25752 0.540 -0.251 -0.426
C 2.96486 0.30933 -1.19958 -0.337 -0.053 -0.561
C -0.00808 -0.86286 2.15462 0.000 0.677 1.701
C -3.02832 1.32005 1.29903 0.451 0.235 0.030
C -3.22350 -1.47382 1.22600 0.492 -0.651 -0.136
C 0.00180 0.90331 -2.68729 -0.025 7.291 0.024
C 0.00687 1.52564 0.20769 0.657 7.015 0.811
C 2.93324 1.09606 1.54297 -0.421 0.127 -0.036
C 3.29868 -1.62416 0.96537 -0.413 -0.759 -0.126
C 0.00439 0.29085 -4.02011 0.035 -1.877 -0.692
H -0.90292 -0.32521 -4.13895 0.375 -0.089 0.107
H 4.02797 1.13223 1.46455 -0.228 -0.056 -0.032
H 2.51577 2.07517 1.28651 0.172 -0.112 0.058
H -3.08210 1.12494 2.37575 0.057 0.021 -0.242
H 4.36077 -1.40968 0.77751 -0.274 0.098 0.025
H 4.05820 0.37449 -1.12458 -0.168 -0.050 -0.069
H -4.03614 0.20151 -1.18688 0.215 -0.108 -0.081
H 2.56433 1.28867 -1.49105 0.218 -0.103 0.187
H 0.95507 -1.27342 2.50616 -0.579 0.041 -0.221
H 3.00108 -2.53645 0.43629 0.252 0.212 0.073
H -2.94288 -2.43513 0.78291 -0.239 0.164 0.092
H -0.83465 -1.50709 2.50271 0.593 0.279 -0.314
H -2.50536 0.95281 -1.74310 -0.312 -0.080 0.202
H -4.04237 1.48578 0.91132 0.223 -0.106 0.044
H 0.90606 -0.33532 -4.12871 -0.390 -0.092 0.087
H 3.15240 -1.78973 2.04049 0.039 0.125 -0.209
H 2.69649 -0.41869 -1.97340 0.257 -0.007 0.020
H 2.65418 0.86273 2.57567 0.078 0.004 -0.154
H 0.01431 1.02597 -4.85271 -0.009 0.350 0.913
H -2.97769 -1.49503 2.29337 -0.134 0.065 -0.145
H -2.42723 2.22014 1.13471 -0.251 -0.049 0.064
H -4.30118 -1.30167 1.10607 0.220 0.132 -0.017
H -2.70805 -0.81716 -1.85155 -0.272 0.043 -0.048
```
Positions in Å, forces in eV/Å.

- Spin multiplicity: 3
- Relative energy (zero: lowest compared OMol25 entry of this formula, charge and spin): 0.0 kcal/mol
- Expectation value of S²: 2.143
- Strongest force on any atom: 7.3 eV/Å
- E: -55861.9115 eV
- Frontier orbital gap (spin up / spin down): 4.7 / 6.4 eV
- Total charge: +3


Record 9
Density functional theory data (the ωB97M-V functional and the def2-TZVPD basis) for a cluster of 2 separate species, C3H11NO3 in total.

Structure (XYZ):
```
18
Properties=species:S:1:pos:R:3:forces:R:3
O -0.81177 0.70194 -1.43922 0.732 -0.335 0.009
O 1.43683 0.19002 2.83160 0.040 -0.207 0.071
O -2.82115 -1.19465 -2.77611 0.308 -0.103 0.129
N -0.27673 -0.87143 0.97245 -0.023 -0.417 -0.110
C 1.59190 0.53845 1.47919 -0.363 0.662 -0.116
C 0.44357 0.81469 -0.72990 -0.740 0.248 0.540
C 0.26015 0.46277 0.73694 0.121 -0.479 0.070
H -0.42978 1.15214 1.21296 -0.153 0.302 -0.040
H -2.53598 -1.82774 -2.10247 -0.149 0.194 -0.177
H -2.40083 -0.36251 -2.52335 -0.368 -0.067 0.098
H 0.75020 -0.49300 2.85327 0.029 0.015 0.028
H 0.78217 1.85230 -0.78929 0.212 -0.134 -0.278
H 0.36719 -1.58269 0.63720 0.046 0.017 -0.025
H -1.15225 -1.02461 0.48617 -0.044 0.191 0.093
H 1.15218 0.10735 -1.15528 0.322 0.186 -0.169
H 1.92267 1.58304 1.46076 0.251 -0.209 -0.092
H -0.60699 0.04672 -2.11306 -0.266 0.122 -0.187
H 2.32862 -0.09279 0.95815 0.047 0.016 0.156
```
Positions in Å, forces in eV/Å.

- Spin multiplicity: 1
- Relative energy (zero: lowest compared OMol25 entry of this formula, charge and spin): 35.9 kcal/mol
- SMILES string: NC(CO)CO.O
- Strongest force on any atom: 0.9 eV/Å
- E: -10921.4493 eV
- Frontier orbital gap: 10.5 eV
- Total charge: 0